Arrangement P

11
Properties=species:S:1:pos:R:3 method="wB97M-V/def2-TZVPD" homo_lumo_gap_ev="6.179 / 6.182" e_homo_ha="-0.324 / -0.324" charge=0 e_lumo_ev="-2.64 / -2.64"
C 0.94519 0.35600 0.01820
C 0.25722 1.42858 -0.44039
C 0.51435 -0.99322 0.33031
N -1.04744 1.65208 -0.57606
N -0.78066 -1.25783 0.43363
O -2.00221 0.81445 -0.46186
S 1.69515 -2.09525 0.83622
H 1.98823 0.49738 0.21012
H 0.87105 2.28043 -0.65876
H -1.43847 -0.46317 0.04848
H -1.00242 -2.21943 0.26012


Arrangement Q

11
Properties=species:S:1:pos:R:3 method="wB97M-V/def2-TZVPD" homo_lumo_gap_ev=8.391 e_homo_ha=-0.303 charge=0 e_lumo_ev=0.16
C 1.10405 -0.22276 -1.01169
C 0.33800 -1.32337 -0.87769
C -0.45303 0.22689 0.29237
H 3.05518 -1.12942 -1.31804
H 0.15067 -2.47259 -1.00868
H -1.06224 -1.85872 0.66381
H -1.26649 2.21962 1.51473
N -0.71927 -1.02410 -0.00546
N 0.56522 0.81824 -0.23868
O 2.39487 -0.06634 -1.55059
S -1.55574 0.82052 1.49024


Going by the computed energies, the most stable comes first: arrangement Q, arrangement P.


Arrangement P

11
Properties=species:S:1:pos:R:3 method="wB97M-V/def2-TZVPD" homo_lumo_gap_ev=8.500 e_homo_ha=-0.322 charge=0 e_lumo_ev=-0.26
C -0.60430 0.85895 1.54138
C 0.00147 -1.23451 0.02444
C 0.65699 0.28836 -1.60530
H -0.16767 -0.03185 2.11664
H -1.17155 1.56595 2.20786
H -0.80144 -1.42587 0.72532
H 1.08394 -0.68138 -2.02638
N -0.64960 1.07353 0.21807
N 0.00015 0.09755 -0.42449
O 0.65550 -2.12586 -0.43015
S 0.99650 1.61514 -2.34740


Arrangement Q

11
Properties=species:S:1:pos:R:3 method="wB97M-V/def2-TZVPD" homo_lumo_gap_ev=8.868 e_homo_ha=-0.308 charge=0 e_lumo_ev=0.50
C 0.27660 -0.32485 -0.00115
C -0.57110 -1.43983 -0.08101
C -0.55957 0.78096 0.00306
H 2.18723 -1.53146 0.56556
H -0.37254 -2.53300 -0.03000
H -2.71904 -1.33892 0.04836
H 0.78085 2.03106 -0.02254
N -1.78871 -0.90018 -0.03319
N -1.80910 0.41898 0.09258
O -0.16880 2.06898 -0.02265
S 1.98644 -0.24430 -0.02008


Arrangement R

11
Properties=species:S:1:pos:R:3 method="wB97M-V/def2-TZVPD" homo_lumo_gap_ev="8.147 / 8.148" e_homo_ha="-0.297 / -0.297" charge=0 e_lumo_ev="0.06 / 0.06"
C -1.45814 -0.41627 0.06019
C 0.89152 -0.33993 -0.13104
C 0.61796 1.03369 0.41143
N -0.33269 -1.06283 -0.07060
N -0.68125 1.48054 0.58474
O -0.05098 1.84775 -0.59485
S -3.03996 -0.72677 0.03658
H 1.26965 -0.16800 -1.20509
H 1.67515 -0.94797 0.40997
H 1.54315 1.39516 0.70559
H -0.43441 -2.09537 -0.20693


Arrangement S

11
Properties=species:S:1:pos:R:3 method="wB97M-V/def2-TZVPD" homo_lumo_gap_ev=8.670 e_homo_ha=-0.298 charge=0 e_lumo_ev=0.56
C -0.30849 0.09155 0.75341
C 0.33363 1.54442 -0.76605
C -0.11898 -0.63037 -0.42901
H 0.28172 -0.29805 2.94330
H 0.50107 2.51849 -1.32475
H 0.44803 0.01732 -2.33703
H -0.12169 -2.23783 0.56969
N 0.03450 1.38183 0.44740
N 0.09689 0.29489 -1.46463
O -0.24651 -1.96642 -0.52881
S -0.90016 -0.71583 2.13646


Going by the computed energies, the most stable comes first: arrangement Q, arrangement S, arrangement P, arrangement R.


Arrangement P

11
Properties=species:S:1:pos:R:3 method="wB97M-V/def2-TZVPD" homo_lumo_gap_ev=8.087 e_homo_ha=-0.291 charge=0 e_lumo_ev=0.16
C 0.89103 -0.33862 -0.27319
C -0.78594 -1.53526 -0.03401
C -0.07325 0.56121 -0.16784
H 2.86786 1.05754 0.63429
H -1.59564 -2.14612 0.37869
H -2.22760 0.14719 -0.52541
H -0.95841 2.30871 0.24776
N 0.45258 -1.57231 -0.12509
N -1.21426 -0.17595 0.04249
O 0.01966 1.93372 -0.10925
S 2.62398 -0.24011 -0.06843


Arrangement Q

11
Properties=species:S:1:pos:R:3 method="wB97M-V/def2-TZVPD" homo_lumo_gap_ev=6.777 e_homo_ha=-0.319 charge=0 e_lumo_ev=-1.90
C -0.49496 -0.42280 0.77636
C 0.13484 -1.15404 -0.29669
C 0.63631 -0.03579 -1.07585
H -2.35338 -1.95387 1.46772
H 0.21762 -2.20668 -0.71107
H 1.24760 -0.07146 -2.02823
H 1.51062 2.44276 0.58504
N 0.37150 0.98395 -0.48296
N -0.42956 1.00438 0.56375
O 0.79236 2.18512 -0.88964
S -1.63293 -0.77158 2.09157


Arrangement R

11
Properties=species:S:1:pos:R:3 method="wB97M-V/def2-TZVPD" homo_lumo_gap_ev=8.658 e_homo_ha=-0.348 charge=0 e_lumo_ev=-0.81
C -2.07224 0.67289 -0.43012
C 0.66701 -1.46358 -0.01806
C 1.83654 0.80529 0.25399
H -2.43733 1.62006 -0.44489
H -2.81181 -0.18519 -0.20627
H 0.59095 -2.46063 0.46294
H 1.32240 0.48956 1.54064
N -0.76380 0.30391 -0.40658
N -0.55499 -0.99842 0.05422
O 2.09992 2.07636 -0.25982
S 2.12337 -0.86024 -0.54603


Going by the computed energies, the most stable comes first: arrangement P, arrangement R, arrangement Q.


Arrangement P

18
Properties=species:S:1:pos:R:3 method="wB97M-V/def2-TZVPD" homo_lumo_gap_ev=9.880 e_homo_ha=-0.482 charge=+1 e_lumo_ev=-3.25
C 0.60012 -1.49573 -1.10858
C 0.39492 0.96104 0.07723
C 0.14020 -0.87225 1.92501
C 0.19584 0.59115 -2.20955
C 0.19104 -0.51913 0.51288
N 0.54595 -0.72293 -2.08069
N -0.42155 1.27994 -1.05622
N -1.06112 -0.97357 1.07357
H 0.59535 -2.54113 -1.14817
H 0.34159 1.66189 1.02756
H 1.39925 1.05738 -0.18974
H 0.65137 -1.86859 2.27165
H 0.20686 -0.08736 2.68112
H 1.21870 1.07751 -2.63841
H -0.39327 0.87312 -3.10108
H -0.61381 2.30752 -1.17649
H -1.47198 -1.78911 0.66842
H -1.73059 -0.28233 1.35283


Arrangement Q

18
Properties=species:S:1:pos:R:3 method="wB97M-V/def2-TZVPD" homo_lumo_gap_ev="6.743 / 7.688" e_homo_ha="-0.457 / -0.460" charge=+1 e_lumo_ev="-5.70 / -4.84"
C -2.47809 -0.39308 0.40815
C -2.27556 0.99171 0.30100
C -1.66039 -1.40201 -0.10320
C -1.04573 1.66160 -0.21325
C -0.38350 -1.34406 -0.31899
N 0.08767 1.07819 -0.17001
N 2.87823 -0.63330 0.37951
N 1.33721 1.27349 -0.42196
H -3.51909 -0.71849 0.71161
H -3.05405 1.78049 0.63787
H -2.24292 -2.38948 -0.04232
H -1.09422 2.76094 -0.41515
H 0.51330 -1.82343 -0.46326
H 3.05382 -1.23841 -0.46822
H 3.91542 -0.44518 0.61668
H 2.05060 0.40367 -0.09345
H 2.41062 -1.31786 0.93844
H 1.50667 1.75521 -1.28345


Arrangement R

18
Properties=species:S:1:pos:R:3 method="wB97M-V/def2-TZVPD" homo_lumo_gap_ev=8.736 e_homo_ha=-0.510 charge=+1 e_lumo_ev=-5.14
C -2.29356 0.67106 -0.51328
C -1.39172 -0.00228 0.14444
C 0.31541 1.99206 0.13493
C -1.28752 -1.41692 0.34341
C 2.49950 -0.98528 -0.11270
N 2.15260 0.37451 -0.03293
N -0.23604 0.74347 0.62121
N 1.04915 0.84350 0.27535
H -2.44414 1.78752 -0.68593
H -3.28135 0.13967 -0.85290
H 0.10135 2.32891 -0.90344
H 0.34760 2.98487 0.76051
H -2.14273 -1.71903 0.85895
H -0.33320 -1.73921 1.00971
H -1.20542 -1.88980 -0.59169
H 2.52346 -1.30235 -1.16363
H 2.00854 -1.83397 0.42005
H 3.61807 -0.97671 0.28793


Arrangement S

18
Properties=species:S:1:pos:R:3 method="wB97M-V/def2-TZVPD" homo_lumo_gap_ev=10.900 e_homo_ha=-0.517 charge=+1 e_lumo_ev=-3.18
C 0.92580 1.58160 1.44538
C 0.05991 2.17645 0.57525
C 1.01075 0.27425 1.01528
C -0.14587 -2.59430 0.18165
C -0.11550 -1.44822 -0.74292
N -0.40317 1.21762 -0.26617
N 0.13586 0.05559 0.04338
N -1.29441 1.35072 -1.31044
H 1.51730 2.01063 2.16619
H -0.00075 3.22097 0.64370
H 1.81878 -0.29919 1.35409
H 0.72856 -3.18182 0.15844
H -0.98503 -3.17291 -0.02277
H -0.13526 -2.26696 1.12787
H -1.05519 -1.08951 -1.31930
H 0.64526 -1.46722 -1.62495
H -0.91378 1.41988 -2.34530
H -1.79326 2.21243 -1.07939


Going by the computed energies, the most stable comes first: arrangement S, arrangement P, arrangement Q, arrangement R.


Arrangement P

18
Properties=species:S:1:pos:R:3 method="wB97M-V/def2-TZVPD" homo_lumo_gap_ev=9.585 e_homo_ha=-0.488 charge=+1 e_lumo_ev=-3.70
C -1.71023 1.11908 0.17269
C -0.50155 1.97052 -0.02072
C -1.69183 -0.18181 0.05394
C 1.51947 0.70738 -0.51098
C -2.76523 -1.16490 0.23734
N 0.69171 1.64236 -0.28449
N 1.98772 -0.08328 0.38126
N 3.08635 -0.91204 0.09153
H -2.57835 1.78298 0.33624
H -0.62191 3.00326 0.29506
H -0.69312 -0.65329 0.05922
H 1.98130 0.70064 -1.56858
H -3.67814 -0.58548 0.44870
H -2.26921 -1.99515 0.75440
H -2.87490 -1.66191 -0.69115
H 3.70691 -0.77750 -0.86950
H 2.72054 -1.91965 0.14276
H 3.69048 -0.99120 0.97227


Arrangement Q

18
Properties=species:S:1:pos:R:3 method="wB97M-V/def2-TZVPD" homo_lumo_gap_ev=10.321 e_homo_ha=-0.481 charge=+1 e_lumo_ev=-2.76
C 1.02200 -1.17614 -0.00551
C -0.28136 -0.71604 0.01315
C 1.88101 -0.06663 0.00419
C -1.53006 -1.50764 0.01349
C -1.34966 1.58094 -0.01089
N 1.12848 1.04817 0.00327
N -0.29348 0.62111 0.02688
N 3.21198 -0.05733 0.00169
H 1.32500 -2.20227 -0.02275
H -1.85138 -1.69648 -1.01076
H -1.36140 -2.46944 0.49334
H -2.32893 -0.98587 0.53268
H -0.95954 2.52982 -0.37308
H -2.12799 1.24668 -0.69737
H -1.78701 1.73333 0.97913
H 1.37184 2.01622 0.13013
H 3.71113 -0.92844 -0.03921
H 3.73871 0.79869 0.00440


Going by the computed energies, the most stable comes first: arrangement Q, arrangement P.


Arrangement P

18
Properties=species:S:1:pos:R:3 method="wB97M-V/def2-TZVPD" homo_lumo_gap_ev="8.204 / 10.164" e_homo_ha="-0.501 / -0.535" charge=+1 e_lumo_ev="-5.44 / -4.40"
C -2.47605 0.00995 0.08434
C 0.32353 1.21924 -0.08676
C -1.50975 -1.12194 0.35318
C -0.22436 -1.06891 -0.47641
C 2.12167 -0.39638 -0.01804
N -2.26633 1.17076 -0.22597
N 0.72090 0.00348 -0.13460
N 0.83461 2.38124 0.13735
H -3.52929 -0.27596 0.20845
H -1.28554 -1.11246 1.42428
H -2.01267 -2.06304 0.12593
H 0.30836 -2.00910 -0.32472
H -0.49066 -0.98656 -1.53612
H 2.75716 0.47513 0.10859
H 2.24538 -1.05372 0.84242
H 2.42646 -0.92467 -0.92130
H 0.23169 3.19322 0.13133
H 1.82489 2.55971 0.30804


Arrangement Q

18
Properties=species:S:1:pos:R:3 method="wB97M-V/def2-TZVPD" homo_lumo_gap_ev="7.797 / 7.797" e_homo_ha="-0.401 / -0.401" charge=+1 e_lumo_ev="-3.12 / -3.12"
C -1.55816 -0.79774 0.75370
C 1.90067 -1.04022 -1.15352
C -1.51379 0.36456 0.00911
C 0.04980 0.12063 -0.14883
C -1.91819 1.75218 0.64977
N -1.75291 -1.81943 1.34642
N 0.61415 -0.73389 -1.07892
N 2.85912 -0.76760 -0.24724
H 2.18342 -1.54018 -1.97703
H -1.98862 0.02017 -0.96271
H 0.73362 0.22283 0.74279
H -1.12298 2.12632 1.41956
H -2.76875 1.42258 1.16479
H -2.08748 2.56629 -0.15627
H -1.32681 -2.68243 1.63585
H 0.10065 -1.14672 -1.84667
H 3.82318 -0.74821 -0.37401
H 2.55901 -0.51367 0.65551


Going by the computed energies, the most stable comes first: arrangement P, arrangement Q.


Arrangement P

18
Properties=species:S:1:pos:R:3 method="wB97M-V/def2-TZVPD" homo_lumo_gap_ev=9.218 e_homo_ha=-0.528 charge=+1 e_lumo_ev=-5.15
C 1.89027 0.48845 0.44946
C 1.24715 1.29631 -0.65882
C 0.05176 -0.91521 0.54477
C 0.11378 -1.82370 -0.67138
C -2.10560 0.73157 0.57622
N 1.27528 -0.45664 0.99474
N -0.12341 1.48092 -0.35094
N -0.78502 0.54515 0.08226
H 2.85396 0.78719 0.83351
H 1.69195 2.27959 -0.82022
H 1.36446 0.70915 -1.57700
H -0.56051 -1.29856 1.35762
H -0.56029 -2.66543 -0.55369
H 1.12560 -2.21339 -0.77814
H -0.15318 -1.30248 -1.58779
H -2.66638 -0.19627 0.47938
H -2.59543 1.54843 0.04453
H -2.06441 1.00493 1.63550


Arrangement Q

18
Properties=species:S:1:pos:R:3 method="wB97M-V/def2-TZVPD" homo_lumo_gap_ev=8.750 e_homo_ha=-0.461 charge=+1 e_lumo_ev=-3.79
C 0.76194 -1.77034 -0.85097
C -0.60206 -1.41893 -0.31040
C -0.55308 -0.14089 0.29046
C -1.56227 0.78686 0.53928
N -1.03568 1.95807 1.12417
C 0.31800 1.74216 1.16311
N 0.63541 0.48155 0.69326
N 1.30773 -0.78472 -1.78766
H 0.69063 -2.75003 -1.51468
H 1.51514 -1.88991 0.04002
H -1.55566 -1.42054 -1.04440
H -0.92408 -2.31532 0.42995
H -2.57758 0.77157 0.10422
H 0.89952 2.45489 1.58735
H 1.25840 -0.19568 1.13798
H 0.65463 0.03060 -1.65015
H 2.19675 -0.46958 -1.48828
H 1.31481 -0.99348 -2.79928


Going by the computed energies, the most stable comes first: arrangement Q, arrangement P.


Arrangement P

8
Properties=species:S:1:pos:R:3 method="wB97M-V/def2-TZVPD" homo_lumo_gap_ev="8.897 / 8.315" e_homo_ha="-0.295 / -0.277" charge=0 e_lumo_ev="0.87 / 0.78"
C -0.90850 0.39070 -0.39582
C 1.38543 -0.62048 0.22558
N -1.71837 0.64431 0.47123
H -0.62545 0.44349 -1.49456
H 1.18715 -1.69183 0.43246
H 1.30702 0.00029 1.04245
H 1.92366 -0.31407 -0.56917
H -2.55095 1.14758 0.28783


Arrangement Q

8
Properties=species:S:1:pos:R:3 method="wB97M-V/def2-TZVPD" homo_lumo_gap_ev=10.988 e_homo_ha=-0.375 charge=0 e_lumo_ev=0.79
C -1.29607 -0.02619 -0.05106
C 0.98979 0.04956 0.19664
N -0.25987 -0.32100 0.81818
H -2.37746 -0.27857 0.11503
H -1.04952 0.15911 -1.12029
H 1.43687 -0.69121 -0.32480
H 1.72812 0.25261 0.92705
H 0.82814 0.85568 -0.56076


Arrangement R

8
Properties=species:S:1:pos:R:3 method="wB97M-V/def2-TZVPD" homo_lumo_gap_ev=9.912 e_homo_ha=-0.339 charge=0 e_lumo_ev=0.68
C -0.18673 -0.39728 0.26931
C 0.54464 0.55462 -0.58903
N -1.20436 -0.00613 0.84396
H 0.39376 -2.09068 0.16673
H -0.19402 1.29489 -0.79932
H 1.17682 0.10499 -1.31520
H 1.21419 1.13439 -0.01528
H -1.74430 -0.59479 1.43883


Arrangement S

8
Properties=species:S:1:pos:R:3 method="wB97M-V/def2-TZVPD" homo_lumo_gap_ev=10.737 e_homo_ha=-0.347 charge=0 e_lumo_ev=1.28
C 1.43204 -0.01789 0.02872
C -0.95764 0.33078 -0.02534
N 0.54528 0.77823 -0.22127
H 2.32661 0.47376 0.14358
H 1.25123 -1.16440 0.23007
H -1.29232 0.89392 0.77180
H -1.05648 -0.72684 0.20734
H -1.33278 0.43923 -0.95298


Going by the computed energies, the most stable comes first: arrangement S, arrangement Q, arrangement R, arrangement P.